Computed, not measured: a molecular structure, C22H23BBr2N9O2Sn, with the ωB97M-V functional and the def2-TZVPD basis.

```
60
Properties=species:S:1:pos:R:3:forces:R:3:nbo_charge:R:1
Sn 0.004 -0.177 0.588 0.2981 -0.2973 -1.5861 1.57
C 3.250 -1.537 -0.635 -0.0613 -0.0949 0.1819 -0.67
C 2.611 -0.552 -1.538 0.2172 -0.0696 -0.2727 0.20
C 3.011 -0.224 -2.834 -0.1632 0.1258 0.1235 -0.34
C 2.088 0.697 -3.271 0.1187 -0.2118 0.0461 0.02
N 1.198 0.913 -2.290 0.1509 0.1949 -0.4097 -0.34
N 1.520 0.146 -1.232 -0.7724 -0.4286 1.3079 -0.39
B -0.043 1.832 -2.350 -0.2614 0.0449 -0.2614 0.92
N -0.081 2.748 -1.111 0.0328 0.3124 -0.1585 -0.34
C -0.125 4.088 -1.093 -0.0651 0.2392 0.1342 0.01
C -0.113 4.509 0.217 0.0015 -0.1272 -0.0714 -0.34
C -0.068 3.337 0.973 -0.0166 0.2020 -0.1423 0.18
C -0.041 3.216 2.451 0.0610 -0.1599 0.0928 -0.65
N -0.049 2.292 0.151 0.0719 -1.2025 0.5646 -0.35
N -1.302 0.958 -2.405 -0.1940 0.2182 -0.5198 -0.34
C -2.224 0.791 -3.366 -0.4714 -0.2900 -0.2392 0.01
C -3.126 -0.163 -2.949 0.2347 0.1091 0.1601 -0.35
C -2.681 -0.555 -1.684 -0.1205 0.0649 -0.3121 0.18
C -3.256 -1.583 -0.784 0.1194 -0.0436 0.1828 -0.64
N -1.588 0.136 -1.386 0.8276 -0.4867 1.5433 -0.35
N 0.091 2.720 -3.583 0.5983 0.3131 -0.0181 -0.37
C 1.127 3.552 -3.847 0.1615 0.2190 -0.1786 -0.04
C 0.878 4.183 -5.044 0.1217 -0.0738 0.1988 -0.34
C -0.360 3.669 -5.468 0.3275 -0.1216 0.5512 0.14
C -1.132 3.972 -6.702 -0.0971 -0.0975 0.0484 -0.64
N -0.801 2.806 -4.573 -0.9493 -0.1220 -0.6543 -0.30
H 4.198 -1.858 -1.058 0.0407 -0.0290 -0.0251 0.23
H 2.599 -2.403 -0.521 0.0367 -0.0542 0.0867 0.26
H 3.432 -1.111 0.349 0.0087 -0.0370 0.0445 0.24
H 3.860 -0.602 -3.366 0.1395 -0.0876 -0.0947 0.23
H 2.021 1.194 -4.216 -0.0999 0.1592 -0.1411 0.24
H -0.170 4.667 -1.993 -0.0121 0.0168 -0.1732 0.24
H -0.126 5.514 0.586 -0.0438 0.1850 0.0314 0.23
H -0.210 4.190 2.904 -0.0535 -0.0019 0.0242 0.23
H 0.926 2.842 2.785 -0.0248 -0.0399 0.0733 0.25
H -0.813 2.527 2.793 0.0137 -0.0130 0.1235 0.23
H -2.178 1.362 -4.271 -0.0004 -0.0050 0.0505 0.27
H -3.985 -0.522 -3.478 -0.1587 -0.0652 -0.0989 0.23
H -4.273 -1.817 -1.087 -0.0383 -0.0216 0.0255 0.23
H -3.261 -1.234 0.248 -0.0329 -0.0935 0.0644 0.23
H -2.661 -2.495 -0.827 -0.0475 -0.0554 0.0425 0.23
H 1.957 3.638 -3.174 0.1784 0.0299 0.1371 0.22
H 1.486 4.906 -5.549 0.1929 0.1335 -0.0356 0.23
H -0.629 4.739 -7.284 -0.0308 0.0534 -0.0759 0.22
H -2.132 4.314 -6.439 -0.0450 0.0684 -0.0873 0.23
H -1.235 3.076 -7.312 -0.0074 0.0208 -0.0836 0.23
Br 1.826 -0.019 2.446 -0.2846 -0.0331 -0.2890 -0.44
Br -0.892 -7.693 3.620 0.0194 0.0747 -0.1296 0.07
C -0.558 -6.677 2.055 0.0333 0.0993 -0.0059 -0.13
C -0.172 -7.313 0.880 -0.1704 0.0707 0.5527 0.02
N 0.074 -6.637 -0.223 0.2369 -0.5115 -0.8508 -0.41
C -0.026 -5.325 -0.231 -0.1046 0.3780 0.4235 0.06
C -0.398 -4.606 0.901 0.1149 0.2650 -0.1749 -0.18
C -0.674 -5.295 2.071 -0.0257 -0.1469 -0.0699 -0.16
C -0.430 -3.089 0.851 -0.4090 -1.6128 0.7206 0.78
O -1.084 -2.482 1.698 -0.3192 0.9669 0.4958 -0.67
O 0.244 -2.580 -0.064 0.8101 2.1082 -1.0315 -0.73
H -0.053 -8.387 0.828 -0.0446 -0.0728 0.1168 0.20
H 0.200 -4.812 -1.154 0.0128 0.0436 -0.0540 0.21
H -0.955 -4.747 2.957 -0.0553 -0.0093 0.0966 0.25
```
Positions in Å, forces in eV/Å.

As for the expectation value of S²: 0.7574. As for the molar mass: 734.8 g mol⁻¹. The spin multiplicity is 2. The frontier orbital gap (alpha / beta) comes out at 8.9 / 6.6 eV. The maximum force comes out at 2.483 eV Å⁻¹.

Computed, not measured: a single C15H20N2O3 molecule, with the ωB97M-V functional and the def2-TZVPD basis.

```
40
Properties=species:S:1:pos:R:3:forces:R:3:nbo_charge:R:1
C 0.773 -4.856 -0.698 0.0681 -0.1235 -0.1815 -0.60
C 1.907 -4.767 -1.714 0.0598 0.1307 0.2355 -0.40
C 2.682 -3.445 -1.641 -0.1069 0.0012 -0.3311 -0.41
C 2.141 -2.360 -2.578 0.3675 0.0289 0.2678 -0.22
N 0.784 -1.968 -2.284 -0.3040 -0.2810 -0.1635 -0.63
C 0.480 -0.848 -1.596 0.0567 -0.0746 -0.2345 0.89
O 1.274 -0.014 -1.241 0.0969 0.1889 0.1482 -0.65
O -0.868 -0.811 -1.406 -0.2279 -0.0344 0.1138 -0.53
C -1.501 0.249 -0.775 -0.2357 0.3159 0.0438 0.38
C -2.818 0.479 -1.154 0.2934 -0.2291 -0.0650 -0.28
C -3.526 1.493 -0.537 0.1546 -0.0431 0.0016 -0.19
C -2.937 2.288 0.428 -0.1301 0.1812 0.0942 -0.24
C -1.616 2.057 0.806 -0.4194 -0.3361 -0.3151 0.17
N -0.982 2.859 1.760 0.3120 0.0105 -0.1922 -0.43
C 0.466 2.878 1.885 0.3201 -0.0209 0.0256 -0.21
C 0.746 4.157 2.675 -0.0372 -0.0763 0.0684 -0.40
C -0.508 4.303 3.528 0.0303 0.0882 -0.0526 -0.50
C -1.596 3.642 2.696 0.0097 0.3279 0.4182 0.69
O -2.786 3.778 2.861 -0.2553 0.0280 0.0470 -0.60
C -0.903 1.016 0.210 0.1662 -0.0324 0.1024 -0.33
H 1.171 -4.812 0.313 -0.0094 0.0271 0.1160 0.21
H 0.062 -4.042 -0.815 -0.0985 0.0511 0.0723 0.20
H 0.238 -5.797 -0.811 -0.1007 -0.0633 0.0642 0.21
H 2.596 -5.593 -1.526 -0.0309 -0.0296 -0.1021 0.21
H 1.512 -4.901 -2.724 0.0401 -0.0831 -0.0906 0.19
H 3.723 -3.616 -1.920 0.0628 0.0348 0.0411 0.21
H 2.669 -3.070 -0.617 0.0800 0.0503 0.0668 0.20
H 2.186 -2.708 -3.614 0.0378 0.0583 0.0527 0.19
H 2.752 -1.459 -2.479 -0.0514 -0.1080 -0.1414 0.23
H 0.035 -2.602 -2.506 -0.0093 0.1584 0.0406 0.40
H -3.264 -0.139 -1.917 -0.0397 -0.0756 -0.0946 0.22
H -4.550 1.677 -0.823 -0.0856 0.0196 -0.0220 0.22
H -3.497 3.079 0.895 -0.0023 0.0188 0.0159 0.25
H 0.934 2.881 0.899 -0.0209 -0.0650 0.0693 0.22
H 0.811 1.996 2.438 0.0406 0.0163 -0.1035 0.19
H 1.659 4.084 3.263 0.0320 0.0096 -0.0486 0.22
H 0.837 5.004 1.995 0.0140 -0.0250 -0.0153 0.21
H -0.773 5.333 3.759 -0.0796 -0.0583 0.0184 0.24
H -0.424 3.754 4.469 -0.0341 -0.0122 0.0209 0.23
H 0.111 0.803 0.497 0.0361 0.0259 0.0086 0.25
```
Positions in Å, forces in eV/Å.

As for the molar mass: 276.3 g mol⁻¹. The value obtained for the relative energy (zero: lowest compared OMol25 entry of this formula, charge and spin) is 4.3 kcal per mole. The spin multiplicity is 1. The frontier orbital gap comes out at 9.1 eV. The maximum force comes out at 0.623 eV Å⁻¹. The SMILES is CCCCNC(=O)Oc1cccc(N2CCCC2=O)c1.

Computed, not measured: a molecular structure, C16H51HfN3O9, with the ωB97M-V functional and the def2-TZVPD basis.

```
80
Properties=species:S:1:pos:R:3:forces:R:3:lowdin_charge:R:1
Hf -2.785 8.302 -2.540 0.1852 -0.2009 0.0522 1.18
C 0.241 1.681 -0.405 -0.1020 0.9367 0.5107 -0.05
C -0.514 1.791 -1.748 0.3233 3.0089 -1.1841 -0.28
O -0.937 3.117 -2.081 1.0362 -3.2960 0.9925 0.03
H -0.332 2.118 0.412 -0.2081 -0.5624 0.0858 0.08
H 1.132 2.308 -0.438 0.1609 -0.1912 -0.3974 0.08
H 0.520 0.634 -0.279 -0.1858 0.1031 0.2199 0.09
H -1.431 1.215 -1.620 -0.8217 -0.2149 0.2480 0.15
H 0.098 1.307 -2.509 -0.2184 0.2887 -0.4586 0.11
C -0.372 6.748 4.893 0.3031 1.2831 -0.5823 -0.05
C -1.682 6.867 4.100 1.2997 -0.4371 -2.2415 -0.31
O -1.757 7.580 2.902 0.2449 -1.4542 2.9847 0.06
H -0.162 7.745 5.281 0.5842 -0.1116 0.0850 0.09
H 0.415 6.426 4.211 0.1292 0.1032 0.0438 0.09
H -0.420 6.054 5.733 -0.4605 -0.0040 -0.1732 0.09
H -2.312 7.356 4.843 -1.1641 0.7566 0.2671 0.18
H -2.089 5.857 4.036 -0.9745 -0.1238 -0.5337 0.13
O -0.545 8.049 -6.392 -0.2644 0.0084 0.4310 -0.09
H -0.764 8.664 -7.091 -0.0650 0.1824 -0.2268 0.04
H 0.203 7.557 -6.731 0.2214 -0.1633 -0.0615 0.04
O -5.666 1.769 1.948 0.0756 0.2925 -0.1770 -0.06
H -4.917 1.181 1.852 0.1381 -0.1850 -0.0346 0.02
H -6.158 1.412 2.688 -0.2131 -0.0818 0.1905 0.03
O -6.367 5.442 -1.248 0.3597 0.2944 -0.1253 -0.08
H -6.281 4.680 -0.674 0.0149 -0.2473 0.2137 0.03
H -7.253 5.374 -1.604 -0.2676 0.0058 -0.1022 0.04
O 1.704 8.254 -1.622 -0.4534 -0.0464 -0.0652 -0.08
H 2.414 7.612 -1.645 0.1878 -0.1878 -0.0483 0.03
H 2.099 9.034 -1.234 0.1264 0.2517 0.0957 0.03
C 6.264 -1.419 -3.813 -1.0877 -1.0983 0.0032 -0.06
C 5.845 -1.155 -2.362 0.4607 -1.2619 -0.5204 -0.42
C 5.903 -2.509 -1.495 -0.6831 0.7452 0.0140 -0.17
O 5.188 -3.608 -2.018 0.6202 0.1819 -0.6084 -0.17
C 3.799 -3.483 -1.888 -0.0515 0.1869 0.6757 -0.11
N 6.756 -0.197 -1.824 0.0734 0.1950 0.6900 0.05
H 6.368 -0.512 -4.408 0.2696 0.0314 0.2233 0.08
H 5.442 -1.983 -4.254 0.0890 -0.2593 -0.3531 0.08
H 7.140 -2.068 -3.828 0.1877 0.2610 -0.2219 0.09
H 4.857 -0.698 -2.413 -0.2260 -0.2876 0.5238 0.13
H 5.534 -2.279 -0.495 -0.4577 0.3060 0.1752 0.11
H 6.905 -2.866 -1.258 0.3333 0.2453 -0.8146 0.13
H 3.399 -2.640 -2.451 -0.0888 0.0420 -0.2525 0.08
H 3.612 -3.296 -0.830 -0.4695 0.0365 0.2235 0.09
H 3.293 -4.407 -2.170 0.2924 0.0535 -0.1664 0.10
H 6.550 0.695 -2.250 0.2861 0.2692 0.1629 0.08
H 7.673 -0.496 -2.124 0.4517 0.3472 0.2401 0.09
C 5.256 -6.133 7.396 -0.2979 0.5829 0.0143 -0.05
C 4.451 -5.604 6.229 -0.3599 1.0447 0.0281 -0.45
C 3.842 -4.200 6.420 -1.6009 -1.3631 -0.3073 -0.18
O 2.758 -4.176 5.448 -0.0435 1.8953 0.4900 -0.21
C 1.947 -2.950 5.622 0.8594 -1.7993 -0.3472 -0.07
N 5.202 -5.464 5.009 0.9887 -0.9457 -0.1774 0.08
H 5.563 -7.153 7.168 0.5613 0.1945 0.1162 0.08
H 4.603 -6.196 8.266 -0.0463 -0.0033 0.0192 0.08
H 6.044 -5.418 7.634 0.4253 -0.4613 0.0164 0.09
H 3.717 -6.387 6.041 -0.9668 0.3348 0.1986 0.14
H 4.591 -3.428 6.246 0.0649 0.0443 -0.2152 0.13
H 3.393 -4.040 7.400 0.1001 -0.1486 0.2916 0.12
H 2.578 -2.070 5.499 -0.0335 0.0952 0.1991 0.08
H 1.487 -3.026 6.608 -0.0278 0.4081 0.0530 0.08
H 1.175 -2.960 4.853 0.1025 -0.0851 0.0496 0.08
H 4.621 -5.222 4.219 -0.2213 0.2252 0.0253 0.09
H 5.599 -6.374 4.825 0.4979 -0.0244 -0.4518 0.09
C -6.107 -3.895 -3.286 0.9466 -0.3717 -0.9070 -0.08
C -6.904 -2.608 -3.154 0.7601 0.1607 0.2838 -0.45
C -6.778 -1.710 -4.417 0.0593 -0.2445 0.6387 -0.21
O -7.287 -0.416 -4.126 -0.1203 0.3462 -0.2360 -0.19
C -7.014 0.562 -5.127 0.3969 -0.1058 0.3738 -0.11
N -8.285 -2.931 -2.839 0.5243 0.2520 -0.4032 0.05
H -6.299 -4.726 -2.606 -0.5643 0.4993 0.3307 0.08
H -5.040 -3.697 -3.185 0.1327 0.1724 0.0008 0.07
H -6.195 -4.331 -4.281 -0.2319 -0.0270 -0.2444 0.08
H -6.425 -2.067 -2.338 -0.2950 0.3458 0.1779 0.13
H -7.343 -2.097 -5.265 -0.0950 -0.4505 -0.1107 0.13
H -5.725 -1.714 -4.699 0.3042 0.4481 -0.1487 0.12
H -7.326 0.322 -6.143 -0.1001 -0.5959 -0.0178 0.09
H -5.938 0.736 -5.124 0.2051 0.1506 -0.2496 0.08
H -7.510 1.507 -4.904 -0.1010 -0.2044 0.4750 0.08
H -8.499 -3.308 -3.751 -1.3238 -0.5146 -0.0256 0.07
H -8.759 -2.041 -2.794 -0.4920 0.1431 0.0566 0.07
```
Positions in Å, forces in eV/Å.

As for the molar mass: 608.1 g mol⁻¹. As for the total charge: +2. The spin multiplicity is 1. The frontier orbital gap comes out at 1.2 eV. The maximum force comes out at 3.595 eV Å⁻¹.

Computed, not measured: 11 unconnected molecules or ions with the total composition C6H34N2O10, with the ωB97M-V functional and the def2-TZVPD basis.

```
52
Properties=species:S:1:pos:R:3:forces:R:3:nbo_charge:R:1
C 1.035 2.599 2.452 -0.5513 -0.9398 -0.8303 -0.40
N 0.376 1.624 1.562 0.3062 0.0365 1.0499 -0.64
C 0.431 0.302 1.931 -1.0745 0.4019 -0.6890 0.03
C -0.149 -0.752 1.336 0.8539 -0.5123 0.4057 -0.34
C 0.496 -2.096 1.589 -0.3278 -0.3493 -0.3138 -0.42
C 1.414 -2.467 0.375 -0.5525 -1.5922 1.1283 -0.05
C 1.170 -3.949 -0.009 0.9309 -0.0105 0.1836 -0.63
N 2.802 -2.238 0.780 -0.3278 1.3796 -0.5529 -0.88
H 0.507 3.536 2.401 0.0192 0.3238 0.0681 0.22
H 2.052 2.692 2.111 0.5265 0.4431 0.0997 0.20
H 1.025 2.201 3.462 -0.0287 0.1888 0.2403 0.18
H -0.312 1.980 0.928 -0.2311 -0.1408 0.0376 0.41
H 1.015 0.137 2.823 0.3339 -0.1484 -0.0496 0.17
H -0.779 -0.684 0.448 0.0835 0.2505 0.1254 0.20
H 1.086 -2.114 2.496 0.4602 0.5659 0.3133 0.20
H -0.183 -2.919 1.825 -0.4347 0.1422 -0.5601 0.20
H 1.115 -1.818 -0.439 0.2738 0.1246 -0.3132 0.19
H 1.402 -4.149 -1.060 -0.5460 0.0327 0.0120 0.21
H 0.201 -4.279 0.343 -0.4193 -0.0774 -0.6816 0.21
H 1.870 -4.605 0.526 0.0295 0.2886 0.1538 0.20
H 3.491 -2.487 0.081 -0.0816 -0.2363 0.1922 0.38
H 2.961 -2.677 1.668 0.3953 -0.3477 0.1042 0.37
O 2.442 0.673 -0.501 -0.3885 -0.1523 0.1584 -0.99
H 2.526 -0.178 -0.041 0.2722 0.0761 -0.0200 0.49
H 1.595 1.007 -0.155 0.3343 0.0229 0.0667 0.48
O -4.183 -1.832 0.449 0.0171 -0.1351 0.3096 -0.96
H -4.742 -1.057 0.334 -0.0467 0.0723 -0.1670 0.49
H -3.355 -1.420 0.733 0.0055 -0.1935 -0.0233 0.48
O 3.581 -0.488 3.329 0.2028 -0.1663 0.0728 -0.96
H 2.911 0.032 3.783 0.0475 -0.0606 -0.3038 0.46
H 3.295 -0.647 2.416 -0.1687 0.1819 0.1614 0.49
O -0.090 1.981 -3.364 -0.8048 0.2445 -0.2993 -1.02
H -0.078 2.654 -4.071 0.2306 -0.5173 0.6003 0.48
H 0.686 2.159 -2.791 0.2049 0.0968 -0.6168 0.50
O -3.970 0.694 -0.679 0.0083 0.3502 -0.1859 -1.00
H -4.727 1.081 -1.132 -0.0638 0.0004 0.0225 0.48
H -3.415 0.322 -1.405 -0.0585 -0.1100 0.0085 0.51
O 0.176 3.665 -0.317 0.3897 -0.1436 -0.7142 -0.99
H 0.409 4.405 -0.902 -0.3892 -0.2042 0.2726 0.48
H -0.529 3.142 -0.782 0.1734 0.9219 0.5465 0.50
O -2.870 -2.710 -1.828 0.3900 -0.9368 -0.2706 -0.99
H -3.616 -2.670 -1.212 0.0483 0.2424 0.3060 0.51
H -2.618 -3.650 -1.873 -0.1591 0.6023 0.0103 0.48
O 2.148 2.880 -2.193 -0.5835 0.2445 1.0870 -0.97
H 2.783 2.234 -1.886 0.6128 -0.6043 -0.2497 0.50
H 1.650 2.972 -1.344 0.1645 0.4549 -0.5472 0.49
O -2.356 -0.180 -2.650 0.3494 0.1143 -0.1627 -0.99
H -1.975 -1.048 -2.447 -0.3874 -0.1143 -0.0261 0.51
H -1.682 0.310 -3.139 0.1043 0.1815 0.1329 0.51
O -2.231 2.930 -1.086 -0.6037 -0.9366 -0.1578 -0.98
H -1.966 2.739 -1.993 0.0521 0.0160 -0.3049 0.48
H -2.828 2.164 -0.881 0.4086 0.6283 0.1701 0.50
```
Positions in Å, forces in eV/Å.

As for the molar mass: 294.3 g mol⁻¹. The value obtained for the relative energy (zero: lowest compared OMol25 entry of this formula, charge and spin) is 0.0 kcal per mole. The spin multiplicity is 1. The frontier orbital gap comes out at 8.2 eV. The maximum force comes out at 2.028 eV Å⁻¹. The SMILES is CN/C=C/C[C@H](C)N.O.O.O.O.O.O.O.O.O.O.